Here is an isolated molecule of C4H11N3 at a distorted geometry from the OMol25 dataset. Energies are from ωB97M-V/def2-TZVPD.

Frontier orbital gap = 9.40 eV
E_tot = -323.26939 Eh
LUMO = 0.03429 Eh
Largest force on an atom = 2.0 eV/A

The geometry in ORCA input format:
```
! RIJCOSX wB97M-V def2-TZVPD def2/J DEFGRID3
* xyz 0 1
H -1.190 -1.464 -0.040
H 0.269 0.493 2.155
H -1.860 -0.369 1.208
N 0.166 1.030 -0.278
H 0.354 -1.054 1.557
H 2.731 -1.170 -0.066
H 0.405 1.880 -0.778
N 0.844 -0.171 1.646
H 2.025 1.122 0.582
H 2.217 -0.215 -1.465
C -1.782 -0.564 0.135
C 1.262 0.361 0.383
H -2.792 -0.732 -0.248
H 1.147 -1.459 -0.814
C 1.869 -0.684 -0.537
N -1.776 1.359 -1.377
H -2.734 1.024 -1.527
C -1.156 0.613 -0.537
*
```